Record 1
ORCA calculation (wB97M-V/def2-TZVPD) on C3H9NO2Zr as an isolated structure in a non-equilibrium geometry.

Summary:
- Total energy: -371.2550 Eh
- Energy relative to the best compared isomer or geometry (same formula, charge and spin): 0.0 kcal/mol
- LUMO level: -0.399 Eh
- HOMO-LUMO gap: 8.153 eV
- Charge: +2
- Largest force on an atom: 5.458 eV/Å

Each line ends with the Löwdin charge.
Atoms and positions in Å:
Zr  0.223  0.915  -0.516  1.86
C  2.404  0.213  -1.761  -0.07
H  1.785  -0.650  -2.030  0.08
H  2.379  0.915  -2.600  0.08
H  3.360  -0.280  -1.476  0.12
H  2.459  0.920  -0.965  -0.01
H  0.707  1.904  0.918  0.00
N  -1.663  0.739  0.581  -0.10
C  -1.940  -0.710  0.870  -0.08
C  -0.613  -1.343  1.154  -0.45
O  -0.391  -2.234  1.963  0.22
O  0.440  -0.765  0.426  -0.24
H  -1.583  1.227  1.472  0.12
H  -2.527  1.149  0.185  0.15
H  -2.587  -0.807  1.752  0.17
H  -2.452  -1.193  0.029  0.16

=====

Record 2
ORCA calculation (wB97M-V/def2-TZVPD) on a 2-piece molecular cluster, C3H7NO2 overall in a non-equilibrium geometry.

Summary:
- Total energy: -323.3343 Eh
- Energy relative to the best compared isomer or geometry (same formula, charge and spin): 60.8 kcal/mol
- LUMO level (alpha / beta): -0.224 / -0.348 Eh
- HOMO-LUMO gap (alpha / beta): 6.637 / 3.253 eV
- Charge: +1
- Spin multiplicity: 2
- Expectation value of S²: 0.7545
- Largest force on an atom: 3.227 eV/Å

Each line ends with the Löwdin charge.
Atoms and positions in Å:
C  -1.907  1.498  -2.133  0.28
C  -1.014  0.676  -1.453  -0.05
O  0.140  1.158  -1.064  0.15
H  -1.533  2.426  -2.588  0.13
H  -2.595  1.034  -2.862  0.13
H  -1.090  -0.397  -1.253  0.17
H  0.864  1.281  -1.695  0.19
C  1.558  -0.959  1.777  -0.45
N  0.770  -1.588  2.657  0.13
O  2.255  -1.406  0.878  -0.01
H  1.467  0.115  1.721  0.11
H  0.761  -2.592  2.526  0.11
H  0.323  -1.246  3.489  0.11

=====

Record 3
ORCA calculation (wB97M-V/def2-TZVPD) on a 6-piece molecular cluster, C36H31O23S2 overall.

Summary:
- Total energy: -3917.0617 Eh
- LUMO level: -0.144 Eh
- HOMO-LUMO gap: 7.124 eV
- Charge: +1
- Largest force on an atom: 0.862 eV/Å

Each line ends with the Löwdin charge.
Atoms and positions in Å:
O  -0.360  -1.066  -1.786  0.03
C  0.229  -0.292  -2.504  -0.22
C  0.137  1.202  -2.267  -0.30
S  0.076  1.500  -0.486  0.82
S  1.143  3.217  -0.202  0.60
C  -1.637  1.888  -0.031  -0.35
C  -2.664  0.857  -0.555  -0.18
C  -3.689  1.384  -1.572  -0.07
C  -3.055  2.171  -2.701  -0.52
O  -2.442  3.201  -2.533  0.09
O  -3.176  1.673  -3.950  0.14
H  0.826  -0.619  -3.369  0.15
H  0.988  1.764  -2.673  0.06
H  -0.756  1.579  -2.776  0.09
H  0.477  4.000  -1.076  -0.12
H  -1.851  2.930  -0.285  0.07
H  -1.605  1.819  1.063  0.10
H  -2.156  -0.034  -0.940  0.08
H  -3.222  0.502  0.318  0.13
H  -4.225  0.523  -1.989  0.13
H  -4.433  2.020  -1.081  0.14
H  -3.635  0.822  -3.950  0.12
C  -3.177  -4.302  1.122  0.08
C  -3.240  -4.532  2.444  -0.22
C  -2.505  -3.667  3.440  -0.29
O  -2.636  -3.925  4.618  0.11
C  -1.679  -2.577  2.948  0.09
C  -1.613  -2.361  1.631  -0.23
C  -2.376  -3.202  0.637  -0.31
O  -2.266  -2.870  -0.534  0.09
O  -0.889  -1.395  1.064  0.06
O  -3.942  -5.513  2.979  0.14
H  -3.705  -4.908  0.400  0.14
H  -1.140  -1.981  3.672  0.14
H  -1.005  -1.521  0.096  0.05
H  -3.812  -5.465  3.946  0.13
C  2.062  3.665  -5.633  0.07
C  2.698  3.965  -6.781  -0.22
C  4.206  4.064  -6.858  -0.30
O  4.684  4.323  -7.941  0.13
C  4.975  3.846  -5.645  0.09
C  4.335  3.552  -4.508  -0.23
C  2.835  3.432  -4.444  -0.30
O  2.345  3.139  -3.354  0.01
O  4.960  3.340  -3.354  0.12
O  2.075  4.194  -7.916  0.14
H  0.985  3.595  -5.569  0.14
H  6.051  3.931  -5.703  0.14
H  4.271  3.148  -2.693  0.11
H  2.766  4.384  -8.584  0.13
C  1.965  -3.581  6.130  0.07
C  0.802  -4.230  5.968  -0.23
C  0.732  -5.606  5.346  -0.31
O  -0.368  -6.114  5.241  0.11
C  1.966  -6.230  4.912  0.07
C  3.124  -5.581  5.078  -0.25
C  3.194  -4.212  5.701  -0.33
O  4.300  -3.704  5.789  0.10
O  4.296  -6.081  4.702  0.11
O  -0.369  -3.731  6.321  0.11
H  2.026  -2.595  6.569  0.14
H  1.911  -7.211  4.460  0.14
H  4.975  -5.425  4.956  0.12
H  -1.044  -4.396  6.079  0.09
C  1.957  -4.118  0.003  0.08
C  2.648  -4.171  -1.144  -0.24
C  4.157  -4.160  -1.177  -0.31
O  4.680  -4.214  -2.275  0.11
C  4.876  -4.070  0.075  0.08
C  4.189  -4.022  1.226  -0.22
C  2.677  -4.062  1.262  -0.30
O  2.139  -4.047  2.354  0.11
O  4.772  -3.923  2.410  0.12
O  2.089  -4.240  -2.345  0.11
H  0.876  -4.136  0.032  0.13
H  5.956  -4.043  0.041  0.14
H  4.059  -3.893  3.075  0.09
H  2.833  -4.300  -2.978  0.12
C  -4.042  7.649  1.443  0.08
C  -5.172  6.989  1.139  -0.23
C  -5.171  5.760  0.263  -0.30
O  -6.234  5.209  0.057  0.12
C  -3.904  5.302  -0.281  0.07
C  -2.786  5.971  0.017  -0.23
C  -2.778  7.181  0.910  -0.31
O  -1.695  7.692  1.126  0.11
O  -1.589  5.626  -0.461  0.07
O  -6.366  7.351  1.580  0.13
H  -4.033  8.527  2.073  0.14
H  -3.902  4.442  -0.933  0.11
H  -0.967  6.289  -0.096  0.12
H  -7.009  6.711  1.220  0.13

=====

Record 4
ORCA calculation (wB97M-V/def2-TZVPD) on a 2-piece molecular cluster, C15H19B5NO15 overall in a non-equilibrium geometry.

Summary:
- Total energy: -1891.4629 Eh
- LUMO level: 0.066 Eh
- HOMO-LUMO gap: 8.692 eV
- Charge: -1
- Largest force on an atom: 2.368 eV/Å

Each line ends with the Löwdin charge.
Atoms and positions in Å:
C  -2.408  -1.853  1.206  -0.03
C  -2.610  -1.444  -0.244  -0.26
C  -2.448  -2.400  -1.209  -0.05
C  -2.662  -2.032  -2.511  -0.08
C  -3.014  -0.753  -2.853  -0.06
C  -3.174  0.185  -1.871  -0.24
C  -3.596  1.597  -2.243  -0.01
B  -2.567  2.676  -1.749  -0.50
O  -1.451  2.942  -2.520  0.31
B  -0.397  3.411  -1.736  -0.48
C  0.994  2.692  -1.835  0.00
C  1.540  2.157  -0.504  -0.37
O  0.718  1.077  -0.047  -0.01
C  2.985  1.610  -0.714  -0.22
N  3.150  0.752  -1.887  0.01
O  -0.684  4.497  -0.916  0.35
B  -1.813  4.227  -0.156  -0.67
O  -1.915  4.817  1.085  0.35
B  -0.879  4.474  1.934  -0.78
O  -0.058  5.471  2.380  0.21
O  -0.652  3.188  2.407  0.19
O  -2.812  3.358  -0.552  0.34
C  -2.962  -0.158  -0.556  0.00
H  -3.180  -2.594  1.426  0.09
H  -2.487  -0.994  1.872  0.07
H  -1.443  -2.343  1.305  0.05
H  -2.166  -3.416  -0.968  0.12
H  -2.554  -2.798  -3.273  0.10
H  -3.167  -0.463  -3.885  0.11
H  -4.607  1.797  -1.874  0.12
H  -3.652  1.666  -3.335  0.11
H  0.859  1.837  -2.499  0.12
H  1.758  3.339  -2.281  0.13
H  1.552  2.973  0.231  0.14
H  0.840  1.012  0.907  0.10
H  3.233  0.997  0.155  0.11
H  3.638  2.482  -0.802  0.12
H  3.263  1.342  -2.704  0.06
H  2.301  0.221  -2.058  0.07
H  0.674  5.073  2.863  0.11
H  -0.555  2.532  1.706  0.09
H  -3.081  0.577  0.233  0.13
B  2.733  -4.135  2.158  -0.87
O  3.080  -4.095  3.593  0.23
C  4.171  -3.353  3.743  -0.40
O  4.715  -3.118  4.784  0.14
C  4.605  -2.853  2.370  -0.40
O  5.552  -2.156  2.140  0.14
O  3.753  -3.322  1.465  0.23
O  2.716  -5.524  1.649  0.23
C  1.505  -5.785  1.173  -0.40
O  1.153  -6.823  0.688  0.14
C  0.641  -4.542  1.351  -0.38
O  -0.511  -4.426  1.033  0.13
O  1.373  -3.598  1.923  0.23

=====

Record 5
ORCA calculation (wB97M-V/def2-TZVPD) on a 2-piece molecular cluster, C16H20O2 overall in a non-equilibrium geometry.

Summary:
- Total energy: -772.0833 Eh
- Energy relative to the best compared isomer or geometry (same formula, charge and spin): 65.3 kcal/mol
- LUMO level: 0.028 Eh
- HOMO-LUMO gap: 9.026 eV
- Charge: 0
- Largest force on an atom: 3.424 eV/Å
- SMILES string: CCc1ccc(O)cc1.CCc1ccc(O)cc1

Each line ends with the Löwdin charge.
Atoms and positions in Å:
C  2.697  -0.877  1.442  -0.22
C  3.429  -2.057  2.136  -0.10
C  1.282  -0.639  1.971  -0.26
C  1.020  -0.067  3.202  -0.05
C  0.238  -0.949  1.099  -0.06
C  -0.309  0.075  3.564  -0.03
C  -1.092  -0.941  1.511  0.00
C  -1.379  -0.277  2.702  -0.32
O  -2.612  0.089  3.123  0.04
H  3.356  -0.049  1.748  0.10
H  2.697  -1.011  0.336  0.11
H  2.693  -2.855  2.143  0.07
H  1.702  0.567  3.773  0.12
H  0.418  -1.301  0.090  0.10
H  -0.490  0.375  4.615  0.12
H  -1.817  -1.424  0.865  0.12
H  -2.762  0.176  4.074  0.11
H  3.677  -1.728  3.140  0.06
H  4.377  -2.297  1.651  0.07
C  1.149  1.834  -0.921  -0.22
C  1.096  3.329  -1.218  -0.11
C  0.325  0.865  -1.696  -0.27
C  0.652  -0.282  -2.407  -0.06
C  -1.017  1.268  -1.704  -0.06
C  -0.231  -0.953  -3.260  0.00
C  -1.938  0.664  -2.527  -0.01
C  -1.542  -0.514  -3.218  -0.30
O  -2.554  -1.014  -4.027  0.01
H  2.202  1.445  -1.040  0.12
H  0.861  1.747  0.199  0.13
H  0.541  3.573  -2.114  0.07
H  1.692  -0.534  -2.396  0.10
H  -1.337  2.117  -1.087  0.13
H  0.193  -1.805  -3.766  0.11
H  -2.855  1.076  -2.985  0.13
H  -3.385  -1.022  -3.547  0.09
H  2.072  3.657  -1.598  0.07
H  1.027  3.983  -0.352  0.07

=====

Record 6
ORCA calculation (wB97M-V/def2-TZVPD) on C18H34F12N2O18S6 as an isolated structure in a non-equilibrium geometry.

Summary:
- Total energy: -5757.5010 Eh
- LUMO level: 0.127 Eh
- HOMO-LUMO gap: 7.313 eV
- Charge: -2
- Largest force on an atom: 4.688 eV/Å

Each line ends with the Löwdin charge.
Atoms and positions in Å:
C  3.380  0.349  1.726  -0.66
F  4.280  -0.604  2.048  0.11
F  3.778  1.420  2.405  0.13
F  3.379  0.609  0.437  0.15
S  1.653  -0.135  2.307  0.65
O  1.672  -1.500  2.736  -0.32
O  1.385  0.817  3.324  -0.26
N  0.666  0.084  0.949  -0.28
S  0.765  -1.220  -0.007  0.58
O  0.517  -0.804  -1.352  -0.28
O  1.975  -1.982  0.118  -0.29
C  -0.721  -2.227  0.498  -0.62
F  -1.865  -1.623  0.222  0.15
F  -0.739  -3.429  -0.172  0.08
F  -0.649  -2.588  1.790  0.12
C  3.082  4.438  0.458  -0.66
F  2.980  3.549  -0.520  0.14
F  4.135  4.149  1.233  0.12
F  3.325  5.628  -0.104  0.11
S  1.555  4.444  1.559  0.63
O  1.273  3.047  1.677  -0.31
O  1.899  5.175  2.737  -0.28
N  0.245  4.911  0.551  -0.22
S  0.369  6.526  0.503  0.57
O  -0.915  7.132  0.778  -0.33
O  1.428  7.244  1.181  -0.34
C  0.842  6.908  -1.293  -0.67
F  1.738  7.845  -1.415  0.15
F  1.287  5.813  -1.926  0.09
F  -0.285  7.221  -1.983  0.08
C  -0.234  -1.782  -4.949  -0.21
C  0.135  -0.339  -5.377  -0.21
C  -0.863  0.025  -6.431  -0.25
S  -2.449  -0.598  -5.905  0.66
O  -3.223  -1.109  -7.018  -0.35
O  -3.037  0.377  -5.040  -0.31
C  -1.737  -1.953  -4.902  -0.20
H  0.192  -2.102  -4.000  0.11
H  0.220  -2.422  -5.716  0.11
H  1.174  -0.255  -5.683  0.12
H  0.062  0.216  -4.436  0.09
H  -0.592  -0.524  -7.346  0.11
H  -0.886  1.043  -6.816  0.11
H  -2.155  -2.779  -5.479  0.09
H  -2.199  -1.890  -3.922  0.11
C  1.494  -6.526  1.868  -0.24
C  1.722  -5.319  2.796  -0.22
C  3.064  -5.433  3.450  -0.20
S  3.271  -7.236  3.684  0.67
O  2.963  -7.695  5.013  -0.34
O  4.505  -7.641  3.060  -0.34
C  1.868  -7.748  2.655  -0.23
H  2.015  -6.377  0.912  0.12
H  0.469  -6.453  1.496  0.12
H  0.916  -5.458  3.533  0.12
H  1.459  -4.379  2.316  0.11
H  3.332  -5.028  4.421  0.11
H  3.827  -5.124  2.734  0.11
H  1.050  -7.837  3.373  0.10
H  2.094  -8.690  2.174  0.10
C  -1.461  3.143  3.450  -0.25
C  -1.711  1.750  2.872  -0.28
O  -1.321  1.720  1.532  -0.08
O  -1.474  4.208  2.519  -0.07
H  -0.392  3.042  3.718  0.10
H  -1.928  3.348  4.419  0.11
H  -2.799  1.510  2.890  0.09
H  -1.244  1.025  3.551  0.11
H  -0.936  0.842  1.275  0.03
H  -1.555  4.997  3.065  0.08
C  0.049  3.332  -3.127  -0.21
C  0.623  2.114  -2.378  -0.23
O  0.251  2.175  -0.993  -0.09
O  -0.853  4.137  -2.323  -0.07
H  -0.676  2.886  -3.831  0.10
H  0.787  3.897  -3.706  0.10
H  1.694  1.923  -2.482  0.12
H  0.041  1.255  -2.737  0.07
H  0.690  1.395  -0.592  0.02
H  -1.325  4.642  -2.991  0.07
C  -4.521  -0.623  1.898  -0.25
C  -5.080  -1.574  0.871  -0.24
O  -6.094  -2.334  1.546  -0.07
O  -3.568  -1.278  2.737  -0.07
H  -5.321  -0.251  2.535  0.12
H  -4.099  0.274  1.425  0.12
H  -4.388  -2.169  0.274  0.11
H  -5.547  -0.958  0.080  0.12
H  -5.984  -3.264  1.338  0.07
H  -2.749  -1.324  2.234  0.04